Record 1
2 unconnected molecules or ions with the total composition C3H9O3, computed with the ωB97M-V functional and the def2-TZVPD basis.

Computed properties:
- Max |F|: 0.0547 hartree/bohr
- E_HOMO: -3.4 eV
- Energy above the lowest of the compared OMol25 structures with the same formula, charge and spin: 0.8345 eV
- Energy: -9398.8926 eV
- Gap between HOMO and LUMO: 7.47 eV
- Net charge: -1

```
15
Properties=species:S:1:pos:R:3:mulliken_charge:R:1
C 0.0763 0.9192 -1.5162 -0.673
C 0.8966 0.1330 -0.3967 -0.299
O 0.3230 0.4322 0.7656 -0.851
C -1.4794 0.9831 -1.4286 -0.301
O -1.9903 0.6310 -0.1472 -0.673
H 0.1734 0.6335 -2.5784 0.355
H 0.4658 1.9335 -1.3544 0.194
H 0.9575 -0.9738 -0.6948 0.147
H 1.9790 0.3909 -0.5781 0.248
H -1.0641 0.5455 0.3840 0.480
H -1.8406 1.9121 -1.8859 0.229
H -1.8376 0.2018 -2.1433 0.161
H 2.0560 -2.2432 3.1459 0.298
H 1.0179 -2.2608 2.0168 0.344
O 1.8500 -2.6450 2.3086 -0.659
```



Record 2
2 unconnected molecules or ions with the total composition C3H9O3P, computed with the ωB97M-V functional and the def2-TZVPD basis.

Computed properties:
- Max |F|: 0.0693 hartree/bohr
- E_HOMO (alpha / beta): -7.6 / -7.8 eV
- Energy above the lowest of the compared OMol25 structures with the same formula, charge and spin: 4.9503 eV
- Energy: -18683.7653 eV
- Gap between HOMO and LUMO (alpha / beta): 8.10 / 8.41 eV

```
16
Properties=species:S:1:pos:R:3:mulliken_charge:R:1
C -1.7315 -0.3664 -0.8345 -0.353
C -0.6781 -0.9538 -0.0163 -0.299
C 1.1409 0.7725 -0.2615 -0.636
O -2.1739 0.8136 -0.0962 -0.587
O -0.7678 -0.9439 1.3778 -0.476
O 0.9901 1.3047 1.0068 -0.440
P 2.5550 -0.3650 -0.5046 -0.086
H -2.6569 -1.0169 -0.9928 0.274
H -1.3512 -0.1098 -1.8197 0.261
H -0.0125 -1.7158 -0.3795 0.574
H 0.9026 1.4136 -1.0270 0.631
H -1.3944 1.3486 -0.2473 0.347
H -1.4007 -0.2910 1.5091 0.354
H 0.9160 0.5307 1.4900 0.388
H 3.4487 0.5361 0.0192 0.026
H 2.2138 -0.9571 0.7764 0.021
```



Record 3
2 unconnected molecules or ions with the total composition C3H9O3PS, computed with the ωB97M-V functional and the def2-TZVPD basis.

Computed properties:
- Max |F|: 0.0590 hartree/bohr
- E_HOMO (alpha / beta): -9.0 / -9.1 eV
- Energy above the lowest of the compared OMol25 structures with the same formula, charge and spin: 3.8414 eV
- Energy: -29521.6948 eV
- Gap between HOMO and LUMO (alpha / beta): 6.93 / 6.98 eV

```
17
Properties=species:S:1:pos:R:3:mulliken_charge:R:1
C -0.6430 1.5100 -0.2010 -1.094
C -2.0052 -0.6568 -0.0722 -1.183
C -1.1315 0.3688 0.6465 0.515
O 2.3111 -0.5191 -1.6194 -0.448
O 2.5257 -1.8885 0.4940 -0.429
O -0.0587 -0.2946 1.3052 -0.662
P 2.3248 -0.3698 -0.0304 0.813
S 3.4829 0.9705 0.6936 -0.249
H 0.0243 1.1573 -0.9879 0.094
H -1.4802 2.0290 -0.6201 0.408
H 0.0454 2.1146 0.4670 0.254
H -1.4557 -1.3210 -0.6901 0.288
H -3.0600 -0.2509 -0.4276 0.298
H -2.3648 -1.2476 0.7418 0.349
H -1.7874 0.7963 1.3619 0.252
H 1.4821 -0.2789 -2.1171 0.416
H 1.7903 -2.1193 1.0559 0.378
```



Record 4
3 unconnected molecules or ions with the total composition C3H9O3S, computed with the ωB97M-V functional and the def2-TZVPD basis.

Computed properties:
- Max |F|: 0.1377 hartree/bohr
- E_HOMO: -2.3 eV
- Energy above the lowest of the compared OMol25 structures with the same formula, charge and spin: 3.1601 eV
- Energy: -20232.6477 eV
- Gap between HOMO and LUMO: 5.64 eV
- Net charge: -1

```
16
Properties=species:S:1:pos:R:3:mulliken_charge:R:1
O -2.6695 -0.7713 -2.7200 -0.447
C -2.3470 0.2347 -2.2460 -0.012
C -1.3944 0.1447 -1.0307 -0.354
C 0.0203 0.0113 -1.6596 -0.886
S -0.2525 2.0285 2.7099 -0.698
H -2.6028 1.2390 -2.4843 0.387
H -1.8014 0.7877 -0.2162 0.345
H -1.5174 -0.8019 -0.4834 0.158
H 0.4187 -0.6449 -1.0084 0.229
H 0.0188 -0.2660 -2.6802 0.350
H 0.5195 0.6380 4.3780 0.250
H 0.4381 1.1529 -1.4939 0.202
O -0.2617 0.5831 3.7893 -0.523
H 3.1039 -1.7378 1.4805 0.327
H 4.3103 -0.9316 2.1423 0.333
O 4.0170 -1.6663 1.5226 -0.660
```



Record 5
3 unconnected molecules or ions with the total composition C3H9O3S, computed with the ωB97M-V functional and the def2-TZVPD basis.

Computed properties:
- Max |F|: 0.0474 hartree/bohr
- E_HOMO (alpha / beta): 3.0 / 0.1 eV
- Energy above the lowest of the compared OMol25 structures with the same formula, charge and spin: 0.0000 eV
- Energy: -20230.8897 eV
- Spin multiplicity: 2
- Gap between HOMO and LUMO (alpha / beta): 2.92 / 5.81 eV
- Net charge: -2

```
16
Properties=species:S:1:pos:R:3:mulliken_spin:R:1
O -2.5564 -1.4179 -3.3690 0.121
C -1.6462 -0.9388 -2.5739 0.689
C -1.6843 -1.2328 -1.0853 0.033
C -0.3696 -0.8960 -0.3963 0.043
S 2.0780 2.1500 0.2462 0.001
H -0.9239 -0.1721 -2.8692 0.075
H -2.4709 -0.5751 -0.6420 0.027
H -2.0252 -2.2446 -0.9066 0.055
H -0.1265 -1.0832 0.6346 -0.003
H 0.4187 -1.5171 -0.8392 -0.071
H 2.0759 4.1666 1.1427 0.000
H 0.0457 0.0639 -0.7172 0.025
O 1.9105 3.3047 1.5246 0.000
H 2.0617 0.7884 3.4362 0.000
H 1.4670 -0.2938 2.7501 0.001
O 1.7454 -0.1022 3.6645 0.002
```



Record 6
A gas-phase ion, C3H9O5P2S (charge +1), computed with the ωB97M-V functional and the def2-TZVPD basis.

Computed properties:
- Max |F|: 0.0489 hartree/bohr
- E_HOMO: -13.8 eV
- Energy: -42900.0339 eV
- Gap between HOMO and LUMO: 8.91 eV
- Net charge: +1

```
20
Properties=species:S:1:pos:R:3:mulliken_charge:R:1
O -0.9992 2.2489 3.8543 -0.403
C -0.7050 2.5321 2.7294 0.090
O -1.6446 2.4685 1.7141 -0.284
C -1.1769 1.6435 0.6636 -0.769
C -1.7741 0.2493 0.8803 -0.268
S -0.8478 -1.1340 0.1101 0.025
P 0.9806 -0.4147 -0.7802 -0.078
P 1.5646 -1.8558 -2.3363 0.944
O 1.1258 -1.3053 -3.5969 -0.541
O 1.0222 -3.2998 -2.0306 -0.448
O 3.1564 -1.9113 -2.2756 -0.451
H 0.3063 2.8767 2.4901 0.414
H -1.5367 2.0294 -0.2768 0.333
H -0.0904 1.6593 0.6709 0.445
H -1.9037 0.0673 1.9377 0.424
H -2.7559 0.1935 0.4411 0.362
H -0.4927 -1.8975 1.1638 0.286
H 0.5689 0.7109 -1.5188 0.222
H 1.7495 -3.8543 -1.7134 0.354
H 3.4529 -1.0066 -2.1269 0.344
```



Record 7
2 unconnected molecules or ions with the total composition C3H9OPS, computed with the ωB97M-V functional and the def2-TZVPD basis.

Computed properties:
- Max |F|: 0.0778 hartree/bohr
- E_HOMO (alpha / beta): -9.4 / -7.9 eV
- Energy above the lowest of the compared OMol25 structures with the same formula, charge and spin: 4.2734 eV
- Energy: -25425.8078 eV
- Gap between HOMO and LUMO (alpha / beta): 8.75 / 5.96 eV

```
15
Properties=species:S:1:pos:R:3:mulliken_charge:R:1
C -0.0954 1.5039 1.5699 -1.027
C -1.7309 0.5194 -0.5076 -0.668
C 2.1515 -1.8924 -1.3394 -0.626
O -1.7996 -0.4592 2.0708 -0.623
P -0.9161 0.0334 1.0120 0.506
S 0.6715 -1.6765 -2.2734 -0.116
H -0.0187 1.5217 2.7295 0.303
H 0.8593 1.8097 1.3287 0.406
H -0.7922 2.3167 1.3795 0.338
H -1.4152 0.0428 -1.4521 0.241
H -2.8702 0.3357 -0.3662 0.257
H -1.4083 1.5415 -0.5818 0.256
H 2.7856 -1.2520 -1.9779 0.231
H 2.5521 -2.8392 -1.3146 0.325
H 2.0267 -1.5055 -0.2774 0.195
```



Record 8
2 unconnected molecules or ions with the total composition C3H9OPS, computed with the ωB97M-V functional and the def2-TZVPD basis.

Computed properties:
- Max |F|: 0.0805 hartree/bohr
- E_HOMO: -8.5 eV
- Energy above the lowest of the compared OMol25 structures with the same formula, charge and spin: 2.8428 eV
- Energy: -25427.2384 eV
- Gap between HOMO and LUMO: 8.89 eV
- SMILES: C=P(=S)CC.O

```
15
Properties=species:S:1:pos:R:3:mulliken_charge:R:1
C 0.7742 -0.6582 -2.0133 -0.679
P 0.9835 -0.1187 -0.4877 0.531
S 2.0179 1.2193 0.3544 -0.394
C -0.4934 -0.9705 0.4290 -0.567
C -0.3913 -0.8733 1.8830 -1.150
H 0.0345 -1.4239 -1.9262 0.254
H 1.4138 -0.3606 -2.8187 0.294
H -1.2567 -0.4761 -0.0172 0.443
H -0.5253 -2.0540 0.1703 0.350
H 0.4640 -1.4503 2.3085 0.303
H -0.2274 0.1882 2.1771 0.314
H -1.3099 -1.3091 2.4319 0.305
O -0.5214 2.4789 -1.0674 -0.622
H -1.2647 2.8602 -0.5186 0.308
H 0.3023 2.9481 -0.9050 0.311
```